# C12H21BI3NO5S

A structure of composition C12H21BI3NO5S (wB97M-V/def2-TZVPD, the OMol25 dataset).

Structure (XYZ):
```
44
Properties=species:S:1:pos:R:3:forces:R:3:mulliken_charge:R:1
I 3.4510 -1.4803 0.3552 0.3 0.1 0.2 0.0235
I 2.8819 2.7708 -0.0763 0.1 0.1 0.0 0.0011
I 0.2177 -0.0062 3.8023 0.0 0.2 0.0 0.0783
S -1.0928 2.7846 1.9530 -0.2 0.5 0.1 0.7874
O -1.7196 -1.5810 -1.1749 0.3 0.0 -0.6 -0.7382
O 0.6168 -1.7297 -0.9888 0.0 0.3 0.2 -0.4181
O 0.2442 3.0522 1.0146 -0.1 -0.3 -0.1 -0.4273
O -1.6117 4.1096 2.1790 0.1 -0.2 0.0 -0.6427
O -2.0672 2.2161 0.8136 0.2 -0.2 -0.2 -0.4691
N -1.9701 -1.1721 1.7459 0.3 0.2 -0.2 -0.2914
C 1.3135 -1.7894 -2.2243 0.0 -0.4 -0.4 -0.1530
C -0.4640 0.4784 -0.1810 0.2 0.0 0.0 3.0099
C 1.2378 2.0476 1.1069 0.0 0.0 0.1 -1.1005
C -0.6866 2.6208 -1.8415 0.1 0.0 -0.4 -1.5136
C 1.1080 -0.3086 1.9063 -0.1 -0.3 -0.1 -1.3977
C -1.8890 0.8746 0.2615 -0.1 0.1 0.1 -0.2643
C 0.4800 -2.2652 -3.3940 0.2 0.0 -0.1 -1.2477
C 2.4392 -2.1098 3.0909 0.1 -0.2 0.0 -1.6418
C -0.1451 1.2195 -1.5467 -0.1 0.1 -0.1 -0.9163
C 0.8253 0.5935 0.7174 -0.1 0.7 0.2 0.1584
C -2.7269 -0.1347 1.0716 -0.1 -0.2 0.2 -1.4147
C 2.0801 -1.2182 1.9393 0.2 -0.1 -0.1 0.5206
B -0.5169 -0.9957 -0.7925 -0.2 -0.2 0.2 0.4747
H -2.3590 -1.4211 2.6391 0.0 -0.1 0.1 0.2968
H -1.7215 2.7673 -1.5537 -0.1 0.0 0.2 0.2537
H 0.9333 1.2538 -1.6786 0.1 -0.1 0.0 0.0549
H -0.6453 2.7694 -2.9214 0.0 0.0 -0.1 0.5147
H -0.4967 0.5880 -2.3744 -0.1 -0.1 0.0 0.4300
H 3.1699 -2.8514 2.7927 0.1 -0.1 -0.1 0.4498
H -3.4617 -0.5768 0.4015 -0.1 0.0 -0.2 0.2540
H 2.1359 -2.4852 -2.0786 0.0 -0.1 0.1 0.3385
H -3.3094 0.4353 1.7920 0.1 0.1 0.2 0.6051
H -0.3309 -1.5861 -3.6485 -0.1 0.0 0.1 0.2564
H 2.8735 -1.5333 3.9062 -0.1 0.1 0.1 0.3876
H 0.0908 -3.2636 -3.2171 -0.2 0.0 0.1 0.3007
H -2.2548 -1.0347 -1.7566 -0.3 0.1 0.3 0.3716
H -0.0718 3.3987 -1.4057 -0.1 0.1 0.3 0.2947
H 1.7709 -0.8253 -2.4571 -0.1 0.2 0.1 0.2313
H 1.6597 2.0539 2.1071 0.0 0.0 0.1 0.9268
H 1.1371 -2.3152 -4.2622 0.0 0.0 -0.1 0.4441
H 1.5618 -2.6443 3.4499 -0.1 0.1 0.1 0.4064
H 1.6009 0.2824 0.0257 -0.1 -0.1 -0.1 0.0715
H -2.4375 1.0037 -0.6709 0.0 0.0 -0.1 0.5632
H -1.8508 -1.9921 1.1729 -0.2 -0.2 0.0 0.1310
```
Positions in Å, forces in eV/Å.

Properties
HOMO energy (eV): -8.69
Orbital gap (eV): 8.66
LUMO (hartree): -0.001
Relative energy (zero: lowest compared OMol25 entry of this formula, charge and spin) (eV): 0.0000

# C12H21BrCl2O4SSi

An isolated molecule of C12H21BrCl2O4SSi in a non-equilibrium geometry (wB97M-V/def2-TZVPD, the OMol25 dataset).

Structure (XYZ):
```
42
Properties=species:S:1:pos:R:3:forces:R:3:mulliken_charge:R:1
Br 1.5422 0.6248 1.3831 -0.8 0.0 0.4 0.0589
Cl 0.3598 -0.6225 4.2914 -1.6 -0.1 -1.0 -0.1458
Cl -2.9727 -0.2515 1.3376 1.9 0.8 0.6 -0.1553
S -0.1394 4.2307 0.5795 0.7 3.0 -1.5 0.6356
Si 0.9742 -1.9731 -2.7847 1.0 -1.0 0.4 0.7244
O 1.0915 4.1439 1.7096 -0.6 -0.9 -0.9 -0.2850
O 0.2531 5.3960 -0.2989 -0.6 -3.5 2.1 -0.5818
O 0.0232 2.8389 -0.3261 0.6 0.3 0.8 -0.3021
O 1.1677 -0.7828 -1.5513 -0.7 -0.1 -2.1 -0.2554
C 0.4895 0.4789 -1.9009 -0.1 -0.9 0.0 -0.3164
C 2.1729 -3.4199 -2.2958 0.3 0.4 1.1 -1.1012
C -2.1770 -1.8801 3.7039 1.9 -0.1 0.8 -1.1281
C -0.7802 -2.7609 -2.8312 -0.7 -0.5 0.1 -1.0035
C -0.7753 0.6054 -0.9596 -0.7 0.0 -0.4 -0.5793
C 0.7372 3.3647 2.8719 -1.0 0.0 2.1 -0.4876
C -1.3395 0.0715 2.1328 1.1 -2.0 2.3 -0.1529
C -1.1110 -0.7613 3.2581 -1.7 0.7 -2.1 0.2584
C -0.3351 1.2064 1.6337 -2.0 1.1 -0.6 0.5843
C -0.7701 1.7360 0.1544 -1.4 -0.7 0.6 -0.4783
C -0.5099 2.3964 2.7339 0.4 -1.0 0.8 -0.6897
C 1.5798 -1.3986 -4.5275 0.2 0.3 0.3 -0.9950
H -1.3691 -2.4813 -3.7669 0.6 -0.2 1.4 0.2854
H -0.5971 1.8430 3.7376 0.4 1.0 -1.4 0.4087
H -1.6063 -2.6113 4.3791 -0.8 1.1 -0.9 0.3434
H -0.9528 -0.4294 -0.4975 0.4 1.6 -0.5 0.1098
H 2.3565 -3.3071 -1.1674 -0.2 -0.3 -1.5 0.2572
H -1.7031 0.7858 -1.6135 1.4 -0.1 0.9 0.2985
H 3.1953 -3.3030 -2.7850 -1.4 -0.4 0.5 0.2696
H -1.3868 -2.5671 -1.8753 0.7 -0.1 -1.5 0.2421
H 2.7157 -1.5225 -4.5084 -1.5 0.1 -0.2 0.2619
H -1.8486 2.1259 0.2547 1.5 -0.7 0.1 0.5836
H -2.9851 -1.4225 4.3512 0.8 -0.5 -1.1 0.2601
H 0.1070 0.3976 -2.9832 0.6 0.5 1.5 0.2506
H -0.6409 -3.8969 -2.8831 -0.1 1.5 0.1 0.3290
H 1.7099 -4.4426 -2.4484 0.7 1.2 0.0 0.3073
H 1.2802 1.2788 -1.8256 -1.2 -0.6 0.0 0.2434
H 1.3638 -0.2948 -4.6711 0.2 -1.4 -0.3 0.2948
H 1.6056 2.7534 3.3038 -1.0 1.0 -1.3 0.3402
H -1.5248 2.9222 2.6310 1.6 -0.8 -0.3 0.3358
H 1.1264 -2.0583 -5.3431 0.6 1.1 1.0 0.3101
H 0.4835 4.1206 3.7020 0.2 -1.0 -1.2 0.2964
H -2.5546 -2.4890 2.8293 0.3 1.1 1.0 0.3677
```
Positions in Å, forces in eV/Å.

Properties
HOMO energy (eV): -9.65
Orbital gap (eV): 9.75
LUMO (hartree): 0.004
Relative energy (zero: lowest compared OMol25 entry of this formula, charge and spin) (eV): 2.2252

# C12H21Cl12N3O3

A structure of composition C12H21Cl12N3O3 in a non-equilibrium geometry (wB97M-V/def2-TZVPD, the OMol25 dataset).

Structure (XYZ):
```
51
Properties=species:S:1:pos:R:3:forces:R:3:mulliken_charge:R:1
Cl -5.5706 2.1980 2.4583 -1.1 0.6 -0.2 -0.1016
Cl -2.1524 1.5989 -3.3371 -0.8 0.1 -0.4 -0.0123
Cl -2.9974 3.3217 2.3821 0.1 -0.3 -1.0 -0.1038
Cl -1.9047 0.9321 -6.1228 -0.2 0.0 0.3 -0.1116
Cl -3.5548 0.5230 1.8230 1.1 -0.7 -0.5 -0.0060
Cl -4.3738 0.2825 -4.8128 0.3 1.1 0.2 -0.0745
Cl -3.6965 -3.4099 0.3348 0.9 -0.6 0.2 -0.0891
Cl -3.5046 -1.7249 -2.0804 0.0 -0.9 0.0 -0.0172
Cl -3.5449 3.1622 -5.4359 -0.3 -1.1 0.8 -0.0844
Cl -4.3804 2.4758 -0.2135 0.6 0.0 1.2 -0.0442
Cl -5.7189 -3.7465 -1.7149 1.0 0.0 -0.3 -0.1300
Cl -5.5390 -1.4340 -0.2307 -1.6 2.1 1.3 -0.0790
O 6.4273 -3.1071 -3.9494 0.2 0.1 -0.5 -0.6040
O 2.5099 0.2978 -0.0703 2.6 1.3 1.1 -0.5578
O -3.1808 0.0197 6.0915 -0.2 -0.4 -0.6 -0.6349
N -1.0779 0.1786 5.3730 1.0 -0.8 -1.3 0.1094
N 5.8335 -0.9602 -3.6468 -3.2 1.6 0.3 0.0955
N 0.2602 0.1591 -0.1717 0.8 0.7 0.8 0.3085
C -4.0755 2.1561 1.5384 -0.7 0.4 0.6 0.2481
C 1.5503 -0.3095 -0.3836 -2.6 0.3 -0.7 0.1070
C 4.4395 -1.2845 -3.9251 -1.3 1.3 -0.8 -0.8246
C -4.5489 -2.5909 -0.9244 -0.5 -0.8 -1.2 0.2999
C 6.1721 0.3110 -3.0191 1.0 0.1 -0.5 -0.9041
C -0.0549 0.1969 4.3457 -0.7 -0.1 0.0 -0.7076
C 6.6711 -1.9395 -3.7055 2.3 -2.2 1.4 0.2019
C -3.0745 1.5063 -4.8747 1.0 0.0 -0.9 0.2636
C -2.3767 -0.1180 5.1788 -0.7 0.4 1.8 0.2857
C -0.8696 -0.5116 -0.6550 -1.6 -2.0 0.1 -0.9473
C -0.4645 0.4226 6.6254 -0.1 0.7 2.0 -1.0081
C -0.1078 1.3880 0.5485 0.1 0.9 -0.2 -0.4447
H -0.7121 2.0679 -0.0520 0.1 -0.1 -0.9 0.2476
H -0.4967 0.1890 3.3493 0.1 -0.3 0.0 -0.0096
H 7.6318 -1.5804 -3.3052 0.6 -0.4 -0.4 0.2490
H 5.8342 0.4648 -1.9943 -0.7 -0.2 -0.2 0.3243
H 4.2028 -2.2491 -4.3741 1.0 -0.1 0.3 0.3017
H 7.2565 0.3647 -2.9218 0.1 -0.2 -0.1 0.3113
H 1.6490 -1.2299 -0.9797 -0.7 -0.3 0.2 0.3398
H -0.8361 1.2726 1.3511 0.4 -0.9 0.4 -0.1645
H 0.4894 1.1338 4.4640 0.3 -0.1 -0.2 0.3292
H 0.5939 -0.6534 4.5559 0.3 0.1 -0.6 0.3589
H -0.0128 1.4134 6.5786 -0.4 0.4 0.5 0.3367
H 0.6934 2.0375 0.9013 0.4 -0.7 -0.1 0.3536
H -1.1196 0.2680 7.4827 -0.5 0.6 -0.4 0.3356
H -0.7915 -1.5975 -0.6013 0.7 -0.2 -0.5 0.5209
H -1.2282 -0.2544 -1.6517 0.2 0.3 0.0 0.0579
H -2.7122 -0.4853 4.1966 0.6 0.2 -0.1 0.2566
H -1.6936 -0.4401 0.0549 -0.2 0.7 -0.1 0.2129
H 0.3918 -0.1693 6.9487 0.2 -0.9 -1.0 0.3484
H 4.0804 -0.5568 -4.6529 0.0 0.2 -0.2 0.3501
H 3.7394 -1.1416 -3.1020 0.5 -0.1 0.6 0.1896
H 5.9457 1.1526 -3.6738 -0.5 0.0 0.2 0.3172
```
Positions in Å, forces in eV/Å.

Properties
HOMO energy (eV): -9.35
Orbital gap (eV): 9.00
LUMO (hartree): -0.013
Relative energy (zero: lowest compared OMol25 entry of this formula, charge and spin) (eV): 2.9065